No. 1
The following is a DFT calculation (ωB97M-V/def2-TZVPD) of a molecular structure, C31H33N7OPPdS2 at a distorted geometry.

orbital gap (alpha / beta): 7.174 / 7.174 eV
total charge: +1
E_tot: -2925.067149 Ha
max |F|: 1.300 eV Å⁻¹

Geometry as XYZ:
```
76
C31H33N7OPPdS2 | the Open Molecules 2025 dataset | ωB97M-V/def2-TZVPD
C -4.599 0.920 3.414
C -0.432 -3.681 2.784
N 0.699 4.209 0.372
H -4.142 -0.288 -0.019
C -1.666 -2.431 1.144
C -2.150 0.085 -0.741
H -0.196 -4.624 3.259
N 1.784 3.409 0.627
H 4.891 0.140 0.534
H 0.926 -2.550 4.003
C 6.163 2.742 2.278
H -1.228 -0.023 -4.001
C 2.803 3.949 1.198
H 2.767 4.999 1.455
C -4.823 2.281 3.275
H -3.383 -0.748 2.834
C 0.196 -2.515 3.205
H -0.288 -5.301 -1.415
O -0.233 1.248 0.888
H 2.082 -0.518 -2.811
H 6.937 0.792 1.788
C 2.437 -3.389 -2.407
H -4.180 4.109 2.346
C -2.982 2.443 1.739
C 1.074 -4.076 -2.562
N 2.382 -1.173 0.301
H -2.528 4.871 -3.118
C -3.192 -0.464 -3.261
H -5.628 2.753 3.823
H -0.866 4.438 -3.559
C 6.113 1.485 1.698
C 2.207 -0.927 -1.823
C -3.565 0.313 2.714
H -2.340 3.038 1.100
C 0.199 3.938 -0.801
C -2.760 1.072 1.872
C -4.010 -0.535 -2.142
H 0.768 -4.303 -0.419
H 3.163 -4.068 -1.962
P -1.434 0.362 0.888
C -4.013 3.044 2.442
H -1.846 -4.549 1.424
H 1.202 -4.747 -3.416
C -1.360 -3.640 1.754
H -2.382 -2.405 0.332
H 0.202 -2.484 -3.775
H 7.037 3.060 2.829
C -3.493 -0.255 -0.886
H 0.374 -0.393 2.924
H -0.961 -3.616 -3.097
S -1.193 4.905 -1.213
C 5.075 3.590 2.141
C -1.658 4.281 -2.832
S 0.855 2.792 -1.885
C -0.031 -3.085 -2.892
H -5.056 -0.791 -2.250
C 3.977 3.142 1.421
H -3.599 -0.677 -4.242
H -1.928 3.228 -2.786
C -1.051 -1.260 1.574
H -0.228 -2.411 -2.057
N 2.402 -2.214 -1.534
C -1.859 -0.105 -3.123
N 2.207 -0.268 -0.685
N 3.935 1.927 0.852
Pd 1.908 1.633 -0.047
C -0.114 -1.306 2.606
C 4.974 1.115 0.997
H 5.069 4.577 2.583
H 2.824 -3.049 -3.367
H -0.312 0.471 -1.755
C -1.339 0.162 -1.868
N 2.507 -2.333 -0.202
C 0.724 -4.905 -1.330
H -5.222 0.331 4.073
H 1.407 -5.747 -1.210
```

No. 2
The following is a DFT calculation (ωB97M-V/def2-TZVPD) of a molecular structure, C31H34AsCl2N7O2Sn at a distorted geometry.

orbital gap (alpha / beta): 5.144 / 5.149 eV
E_tot: -5105.185022 Ha
max |F|: 7.179 eV Å⁻¹

Geometry as XYZ:
```
78
C31H34AsCl2N7O2Sn | the Open Molecules 2025 dataset | ωB97M-V/def2-TZVPD
H 1.883 -3.263 3.635
As -2.767 2.211 -0.068
H -3.040 -3.797 4.657
H -3.205 -4.987 -3.128
H -0.153 5.796 2.369
Sn 0.362 0.451 0.052
H -4.737 2.656 1.370
C 3.738 -1.341 -2.075
H -2.850 0.262 -1.606
H -4.093 1.451 -2.074
N 0.465 -0.826 2.183
H -0.793 -4.856 -3.704
C -0.997 -3.468 4.153
C 1.175 -2.031 -1.361
H 0.026 3.887 3.996
C 1.775 4.937 -0.271
H -2.285 3.881 -1.879
O -1.913 1.444 1.138
H -3.886 -1.829 3.456
H -2.726 -1.928 -0.144
C 0.614 3.834 1.943
C 1.028 5.751 0.571
H -1.173 4.082 -0.497
N 0.003 -1.649 -0.770
C 2.503 -0.419 -0.015
H -0.912 2.762 -1.656
H -0.621 -4.320 4.704
C -1.978 -1.192 2.746
C -0.985 -2.456 -1.283
O 0.625 2.015 3.583
H -2.327 -0.311 2.222
C -0.621 -1.502 2.754
H -4.165 -3.545 -1.385
C 1.530 -1.509 2.533
C -3.612 0.947 -1.237
C 0.435 5.192 1.689
C 4.172 -0.937 -4.478
C 1.623 0.342 -3.259
H 2.250 5.329 -1.160
H -3.667 4.070 1.326
C 1.714 -0.556 -4.330
N 1.474 1.197 -2.497
C 2.937 -1.104 2.221
H 0.920 6.808 0.363
H -4.350 0.382 -0.669
H -1.072 3.001 2.923
C 2.864 -0.915 -4.984
H 3.409 -1.938 1.689
N 0.892 -2.950 -2.380
C -0.153 -2.616 3.452
Cl 0.175 -0.626 -5.194
C -2.324 -2.539 -0.943
H 5.603 -0.897 -2.881
H 3.019 -2.937 -1.281
H 2.439 2.914 -0.590
C -0.436 -3.306 -2.257
H 2.731 -1.266 -6.003
H 4.963 -0.916 -5.218
C -2.824 -2.040 3.436
H 3.247 -2.363 0.091
H 3.491 -0.863 3.129
N 1.224 -2.586 3.295
H 1.644 -3.572 -2.639
C -1.668 3.360 -1.147
N 2.816 0.064 1.326
C 4.551 -1.005 -3.125
H 3.674 0.610 1.334
H 0.611 1.368 2.865
C -0.016 3.188 3.159
C -3.115 -3.459 -1.630
C -2.344 -3.161 4.127
Cl 2.697 -1.612 -0.984
C -1.216 -4.214 -2.942
H -4.773 3.750 -0.037
C -4.139 3.296 0.724
N 1.319 3.054 1.130
C 1.887 3.595 0.049
C -2.571 -4.279 -2.612
```

No. 3
The following is a DFT calculation (ωB97M-V/def2-TZVPD) of a molecular structure, C31H34AsKN5O2S at a distorted geometry.

orbital gap: 8.118 eV
total charge: +1
E_tot: -4859.655253 Ha
max |F|: 2.939 eV Å⁻¹

Geometry as XYZ:
```
75
C31H34AsKN5O2S | the Open Molecules 2025 dataset | ωB97M-V/def2-TZVPD
H -6.205 -3.717 -1.006
H 7.252 4.962 -0.081
C 3.577 2.107 -0.144
H -0.463 -4.190 -1.880
H -0.294 3.702 3.926
H 2.823 -3.135 -2.417
C -3.269 2.634 -0.004
N 2.775 1.306 -0.974
C 0.217 -4.743 -1.235
C 2.711 -4.603 0.572
H -3.545 3.884 -3.136
K 0.688 -0.286 0.818
C -4.069 0.455 0.956
H 2.165 -5.235 1.271
H 6.712 2.444 -3.501
C -3.132 3.518 -1.060
H 3.048 -1.835 -1.216
C -0.366 2.627 4.029
H 1.228 3.466 2.049
As 1.406 -3.508 -0.338
C -3.152 -2.832 -2.163
H 0.780 -5.469 -1.820
C 3.206 1.032 -2.154
C 0.440 1.805 3.241
C 5.531 3.693 -0.037
C 6.685 4.202 -0.601
H -5.191 -2.953 1.106
H -3.271 -2.211 2.365
H -1.664 -2.349 1.593
C -1.251 0.667 5.061
H -0.368 -5.258 -0.475
N 4.390 1.419 -2.670
H -2.638 4.469 -0.907
N 3.286 2.330 1.076
C -4.259 1.965 -2.504
H -4.652 1.701 -3.477
C -4.456 -3.309 -2.178
H -2.586 -2.790 -3.085
H -4.897 -3.657 -3.102
H 3.387 -3.962 1.135
H -4.872 0.117 -1.599
H -0.376 -1.154 4.313
H 8.040 4.116 -2.267
C 2.320 -2.484 -1.704
C -4.614 -2.918 0.188
C -2.577 -2.410 -0.975
C -4.389 1.076 -1.445
C 7.121 3.739 -1.840
H -1.564 -2.027 -0.956
H -1.912 0.173 5.761
S -2.409 -0.137 1.549
C -3.906 1.409 -0.186
H -2.885 2.889 0.978
C -3.634 3.187 -2.312
O 0.624 -2.515 0.701
H -4.657 -0.410 0.665
N 2.329 1.743 1.774
C -2.680 -1.963 1.481
H 5.189 4.034 0.930
C -1.225 2.047 4.947
O -1.443 0.152 0.456
C -3.303 -2.448 0.215
C 5.205 2.315 -1.973
H 3.277 -5.226 -0.118
H -1.850 2.669 5.574
H -4.533 0.931 1.821
H 4.639 1.188 -3.616
C 6.382 2.799 -2.531
H 2.572 0.449 -2.816
C 1.365 2.406 2.275
C -0.407 -0.070 4.244
C 4.786 2.725 -0.705
N 0.416 0.473 3.355
C -5.187 -3.349 -0.999
H 1.580 -1.871 -2.217
```

The following energy above the lowest of the compared OMol25 structures with the same formula, charge and spin values (in kJ/mol) correspond, in order, to the records above: 99.5; 2093.8; 110.3.